# 1
Formula: C5H9NO
Source: the OMol25 dataset
Level of theory: ωB97M-V/def2-TZVPD

Properties
frontier orbital gap	10.28	eV
spin multiplicity	1
total charge	0
E_HOMO	-9.5	eV

Each line ends with the Mulliken charge.
CARTESIAN COORDINATES (ANGSTROEM)
H 0.421 1.267 2.240  0.282
H -1.194 0.603 -2.138  0.298
H -1.772 -1.051 -1.810  0.347
C -0.263 1.334 0.260  0.211
C 0.641 -0.435 0.953  0.160
C -1.629 -0.059 -1.379  -1.218
O -0.302 2.378 -0.342  -0.575
H 1.529 -1.890 -0.304  0.292
H -2.650 0.344 -1.226  0.317
H 0.607 -1.066 1.868  0.407
H 1.848 -0.202 -0.786  0.285
N 0.624 0.959 1.296  -0.304
H -1.523 -0.354 0.764  0.272
H 2.750 -0.939 0.564  0.372
C 1.774 -0.887 0.061  -1.234
C -0.860 -0.002 -0.021  0.088

# 2
Formula: C5H9NO2
Source: the OMol25 dataset
Level of theory: ωB97M-V/def2-TZVPD

Properties
frontier orbital gap	10.62	eV
spin multiplicity	1
total charge	0
E_HOMO	-9.8	eV

Each line ends with the Mulliken charge.
CARTESIAN COORDINATES (ANGSTROEM)
H -1.044 2.607 -0.747  0.567
H -1.270 -1.518 1.474  0.376
H 0.692 0.320 2.279  0.294
H -0.670 -2.273 0.022  0.388
C -0.205 -0.197 0.311  1.647
O 0.985 1.997 -0.597  -0.372
N 0.297 1.233 -1.633  -0.279
C -1.124 -1.371 0.387  -1.763
H -0.397 -0.757 -1.923  0.313
H 1.430 -0.540 -1.462  0.278
H 1.750 0.393 0.670  0.337
O -0.941 0.998 0.520  -0.495
C 0.336 -0.200 -1.210  -0.699
H 1.480 -1.165 1.571  0.279
C 0.999 -0.160 1.277  -1.286
C -0.393 1.880 -0.607  0.007
H -1.925 -1.248 -0.331  0.408

# 3
Formula: C5H9NO2
Source: the OMol25 dataset
Level of theory: ωB97M-V/def2-TZVPD

Properties
frontier orbital gap	10.50	eV
spin multiplicity	1
total charge	0
E_HOMO	-9.8	eV

Each line ends with the Mulliken charge.
CARTESIAN COORDINATES (ANGSTROEM)
O -0.741 3.230 0.107  -0.480
C -1.602 1.013 -0.089  -0.465
N 0.373 -0.244 -0.935  -0.158
H 0.442 0.284 -1.790  0.226
H -1.598 -0.803 -1.176  0.264
C 1.535 -0.777 -0.477  0.748
H -0.986 -0.992 0.450  0.361
C 1.467 -1.527 0.831  -1.181
C -0.631 2.068 0.390  0.040
H -2.355 0.920 0.692  0.350
H 1.157 -0.957 1.703  0.311
H 0.808 -2.391 0.766  0.349
H 0.158 1.730 1.081  0.327
H 2.453 -1.961 0.940  0.324
C -0.978 -0.356 -0.421  -0.636
H -2.077 1.419 -0.979  0.253
O 2.574 -0.653 -1.091  -0.631

# 4
Formula: C5H9NO2
Source: the OMol25 dataset
Level of theory: ωB97M-V/def2-TZVPD

Properties
frontier orbital gap (alpha / beta)	7.23 / 7.16	eV
spin multiplicity	1
total charge	0
E_HOMO (alpha / beta)	-6.5 / -6.4	eV

Each line ends with the Mulliken charge.
CARTESIAN COORDINATES (ANGSTROEM)
H 1.285 -0.816 -1.617  0.361
N -0.234 -1.534 1.312  -0.406
H -0.845 1.534 -1.279  0.293
C 0.677 0.601 0.180  0.805
H 0.052 1.653 1.711  0.333
H -1.544 1.370 0.393  0.374
C 1.765 0.713 -0.639  -0.542
C -1.353 -0.525 -0.614  -0.408
C -0.082 -0.943 0.097  -0.367
H 2.580 1.392 -0.447  0.425
C -0.964 0.905 -0.401  -0.773
O 1.902 -0.061 -1.750  -0.524
H -2.270 -0.816 -0.095  0.347
H -1.398 -0.831 -1.660  0.224
O 0.853 1.187 1.450  -0.556
H -1.025 -2.137 1.504  0.205
H 0.602 -1.692 1.855  0.210